(1)
Formula: C26H34ClNO23S
Source: OMol25
Level of theory: ωB97M-V/def2-TZVPD

Values from the calculation:
**2S+1**: 1
**Lowest unoccupied orbital energy**: -1.38 eV
**Orbital gap**: 8.96 eV
**Charge**: 0
**SMILES**: CC[C@](Cl)(N=C=S)OC=O.O=C1OCCO1.O=C1OCCO1.O=C1OCCO1.O=C1OCCO1.O=C1OCCO1.O=C1OCCO1.O=C1OCCO1

Last column: Mulliken charge in e.
Geometry (Å):
Cl (-1.271, -2.716, 1.981)  -0.148
S (-3.942, -0.864, -2.323)  -0.104
O (-1.264, 0.790, -9.987)  -0.328
O (-1.951, -0.636, -8.385)  -0.241
O (-1.561, -0.052, 1.817)  -0.284
O (0.580, -1.417, -4.656)  -0.326
O (2.790, 1.761, -1.606)  -0.248
O (1.658, 6.228, 0.828)  -0.247
O (2.070, -3.562, 2.681)  -0.512
O (3.435, 6.978, -0.401)  -0.579
O (1.673, 3.665, -1.157)  -0.226
O (-0.828, -3.120, -4.219)  -0.332
O (-5.868, -3.413, 4.487)  -0.324
O (-0.785, 2.178, 1.119)  -0.446
O (5.548, 0.336, 4.987)  -0.320
O (1.690, 8.365, 0.115)  -0.316
O (2.168, -3.625, 4.966)  -0.174
O (-4.834, -1.514, 5.115)  -0.339
O (1.216, -5.334, 3.849)  -0.318
O (0.207, 0.121, -8.368)  -0.518
O (4.860, -1.091, 6.589)  -0.317
O (1.050, -2.854, -2.939)  -0.584
O (-5.377, -3.077, 6.695)  -0.557
O (7.019, -0.333, 6.606)  -0.557
O (0.503, 1.761, -1.646)  -0.534
N (-3.245, -1.478, 0.606)  -0.169
C (1.341, -5.739, 5.200)  -0.422
C (0.398, 8.122, 0.639)  -0.330
C (4.269, -0.133, 4.603)  -0.256
C (1.839, -4.124, 3.739)  0.512
C (-2.543, 0.321, -10.371)  -0.368
C (0.590, 6.897, 1.472)  -0.309
C (0.834, -1.033, 0.063)  -0.362
C (-0.348, -1.472, -5.722)  -0.045
C (1.539, -4.449, 5.928)  -0.342
C (-3.103, -0.227, -9.098)  -0.328
C (-0.774, -1.215, -0.357)  -0.580
C (0.330, -2.496, -3.857)  0.657
C (-0.904, 0.094, -8.869)  0.646
C (-1.472, -2.280, -5.159)  0.161
C (-3.603, -1.056, -0.646)  0.226
C (-5.863, -2.553, 3.363)  -0.353
C (2.356, 7.174, 0.133)  0.671
C (5.907, -0.360, 6.104)  0.660
C (-4.804, -1.554, 3.701)  0.225
C (-1.790, -1.235, 0.923)  0.477
C (1.562, 2.345, -1.484)  0.555
C (-1.737, 1.205, 1.074)  0.213
C (3.033, 3.897, -0.840)  -0.172
C (3.709, -0.682, 5.876)  0.098
C (-5.361, -2.701, 5.535)  0.603
C (3.746, 2.804, -1.567)  -0.390
H (-3.774, -1.073, -9.270)  0.292
H (-3.808, -1.874, 3.377)  -0.111
H (0.051, 8.976, 1.227)  0.300
H (-0.967, -0.325, -1.127)  0.269
H (-6.853, -2.095, 3.264)  0.256
H (4.006, 3.084, -2.593)  0.267
H (3.662, 0.681, 4.198)  0.274
H (3.344, 4.891, -1.173)  0.233
H (0.445, -6.271, 5.530)  0.306
H (4.391, -0.903, 3.834)  0.270
H (1.564, -1.525, -0.721)  0.233
H (-0.665, -0.466, -6.013)  0.165
H (2.205, -6.407, 5.290)  0.270
H (3.159, 3.830, 0.246)  0.239
H (0.889, 7.133, 2.499)  0.251
H (-0.295, 7.957, -0.193)  0.269
H (1.055, -1.315, 1.176)  0.160
H (1.034, 0.141, -0.020)  -0.104
H (-2.421, -0.449, -11.140)  0.262
H (2.170, -4.564, 6.813)  0.325
H (-5.635, -3.109, 2.450)  0.293
H (-3.149, 1.136, -10.776)  0.306
H (-2.209, -1.664, -4.635)  -0.147
H (-2.700, 1.376, 0.429)  0.267
H (-1.982, -2.873, -5.923)  0.279
H (3.181, 0.078, 6.462)  0.264
H (3.038, -1.528, 5.704)  -0.058
H (-0.851, -2.258, -0.915)  0.330
H (4.652, 2.480, -1.046)  0.316
H (-0.303, 6.267, 1.498)  0.282
H (0.591, -3.987, 6.224)  0.283
H (-5.014, -0.566, 3.280)  0.306
H (-3.630, 0.532, -8.512)  0.277
H (0.127, -1.958, -6.581)  0.179



(2)
Formula: C26H34CoGeN2O4S
Source: OMol25
Level of theory: ωB97M-V/def2-TZVPD

Values from the calculation:
**2S+1**: 5
**Relative energy (zero: lowest compared OMol25 entry of this formula, charge and spin)**: 1.467 eV
**Lowest unoccupied orbital energy (spin up / spin down)**: -3.09 / -6.27 eV
**Orbital gap (spin up / spin down)**: 7.57 / 4.39 eV
**Charge**: +1

Last column: natural (NBO) charge in e.
Geometry (Å):
Ge (0.167, -1.844, -1.674)  1.580
Co (-1.243, 1.158, 3.066)  1.583
S (-0.570, -0.004, 4.865)  -0.299
O (-0.420, 2.689, 2.428)  -0.648
O (-1.403, 0.175, 1.257)  -0.826
O (-3.624, -0.221, 1.439)  -0.699
O (-3.149, 1.288, 3.413)  -1.010
N (1.616, 1.578, 4.380)  -0.759
N (0.937, 1.090, 6.640)  -0.753
C (-1.538, -2.177, -0.601)  -0.812
C (-1.090, -3.504, -3.847)  -0.214
C (-2.220, 4.249, 2.993)  -0.653
C (0.151, -3.185, -3.219)  -0.410
C (-1.172, 3.849, 1.946)  0.232
C (-0.129, 1.080, -2.124)  -0.269
C (0.821, 1.013, 5.312)  0.395
C (2.330, -1.108, 0.157)  -0.255
C (-2.509, -0.988, -0.531)  -0.514
C (3.292, -3.737, 0.516)  -0.202
C (-1.129, -4.418, -4.913)  -0.210
C (1.567, 1.099, -4.363)  -0.201
C (1.285, -3.845, -3.668)  -0.223
C (-2.535, -0.301, 0.828)  0.831
C (0.075, 2.226, -2.873)  -0.200
C (1.670, -2.183, -0.487)  -0.444
C (0.025, -5.116, -5.274)  -0.198
C (1.410, -0.067, -3.563)  -0.215
C (0.860, 2.249, -4.061)  -0.204
C (-1.851, 3.603, 0.600)  -0.631
C (1.230, -4.779, -4.704)  -0.216
C (2.134, -3.482, -0.241)  -0.211
C (0.510, -0.082, -2.462)  -0.364
C (3.364, -1.396, 0.993)  -0.143
C (-0.102, 4.959, 1.803)  -0.619
C (3.922, -2.697, 1.220)  -0.236
H (3.696, -4.772, 0.551)  0.221
H (1.302, 1.745, 3.414)  0.456
H (-3.531, -1.210, -0.769)  0.240
H (-2.712, 5.175, 2.670)  0.240
H (0.697, 4.636, 1.108)  0.229
H (-1.186, 3.540, -0.264)  0.228
H (2.405, 2.196, 4.741)  0.423
H (-0.019, -5.747, -6.194)  0.219
H (-2.957, 3.430, 3.119)  0.233
H (-1.730, 4.381, 3.998)  0.210
H (-2.313, -0.204, -1.221)  0.230
H (-0.324, 3.129, -2.491)  0.195
H (-1.970, -3.123, -1.005)  0.254
H (2.074, -0.908, -3.787)  0.222
H (2.167, -5.317, -4.888)  0.217
H (-2.008, -4.581, -5.534)  0.218
H (0.980, 3.122, -4.656)  0.219
H (2.266, 1.103, -5.158)  0.217
H (2.319, -3.650, -3.316)  0.215
H (-2.048, -3.087, -3.600)  0.209
H (0.274, 5.271, 2.800)  0.217
H (3.796, -0.555, 1.552)  0.184
H (-0.656, 1.179, -1.157)  0.207
H (0.093, 0.750, 7.115)  0.446
H (1.735, 1.520, 7.153)  0.434
H (-1.008, -2.373, 0.379)  0.242
H (2.047, -0.097, 0.013)  0.213
H (-2.351, 2.677, 0.628)  0.217
H (1.673, -4.284, -0.810)  0.220
H (-2.527, 4.410, 0.319)  0.240
H (-0.624, 5.754, 1.251)  0.230
H (-3.612, 0.705, 2.688)  0.535
H (-3.414, 0.921, 4.280)  0.517
H (4.785, -2.907, 1.818)  0.222



(3)
Formula: C26H34F5N3O5S2V
Source: OMol25
Level of theory: ωB97M-V/def2-TZVPD

Values from the calculation:
**2S+1**: 2
**Relative energy (zero: lowest compared OMol25 entry of this formula, charge and spin)**: 0.179 eV
**Lowest unoccupied orbital energy (spin up / spin down)**: -0.81 / -0.82 eV
**Orbital gap (spin up / spin down)**: 5.90 / 5.27 eV
**Charge**: 0

Last column: Mulliken charge in e.
Geometry (Å):
V (1.296, 0.617, 0.794)  0.699
S (0.778, -2.571, 2.129)  0.407
S (-3.481, 1.625, -2.279)  1.107
F (3.975, -3.322, -2.459)  -0.324
F (3.178, -2.960, -5.046)  -0.317
F (3.084, -1.726, -0.514)  -0.314
F (0.518, 0.665, -3.682)  -0.426
F (1.440, -0.939, -5.622)  -0.320
O (-3.974, 1.794, 2.995)  -0.647
O (-2.306, 1.861, -1.481)  -0.458
O (-4.274, 2.717, -2.781)  -0.724
O (-5.174, 0.593, 1.658)  -0.649
O (1.312, 0.380, -1.109)  -0.610
N (-2.900, -0.248, 0.304)  0.479
N (-4.113, 1.068, 2.038)  1.081
N (-0.809, 0.166, 0.911)  1.015
C (-2.920, 0.614, 1.382)  -0.796
C (1.855, -1.127, -4.363)  0.295
C (2.442, 2.395, 1.184)  0.867
C (-3.997, -0.584, -0.607)  -1.108
C (-3.010, 0.619, -3.655)  0.000
C (-1.591, -0.485, 0.057)  0.187
C (1.820, 1.041, 2.952)  0.927
C (1.796, -0.430, -2.028)  0.196
C (1.482, 2.249, 2.246)  1.047
C (0.494, 3.310, 2.659)  -1.915
C (2.732, -2.153, -4.077)  0.714
C (2.675, -1.484, -1.776)  -0.222
C (1.401, -0.294, -3.360)  0.198
C (2.558, 3.575, 0.263)  -2.110
C (-0.897, -2.771, 2.747)  -0.959
C (3.751, -0.705, 2.832)  -1.791
C (3.137, -2.328, -2.770)  0.043
C (-1.077, -1.398, -0.996)  -0.621
C (-4.593, 0.620, -1.329)  -0.815
C (2.964, 0.474, 2.337)  0.714
C (-1.643, 0.848, 1.753)  -0.962
C (0.916, -4.089, 1.166)  -1.136
C (1.170, 0.539, 4.207)  -1.549
C (4.581, 1.120, 0.411)  -1.702
C (-4.182, 0.133, -4.503)  -1.415
C (3.361, 1.304, 1.269)  0.589
H (-0.025, 3.031, 3.580)  0.495
H (-0.266, 3.516, 1.900)  0.321
H (5.329, 0.510, 0.918)  0.439
H (-4.718, -0.688, -4.026)  0.295
H (-2.355, 1.297, -4.209)  0.480
H (1.559, 1.061, 5.086)  0.283
H (2.903, 3.278, -0.728)  0.418
H (0.149, -4.130, 0.389)  0.278
H (1.898, -4.083, 0.695)  0.313
H (3.150, -1.374, 3.446)  0.444
H (0.086, 0.684, 4.209)  0.264
H (-1.760, -2.226, -1.182)  0.716
H (4.594, -0.363, 3.441)  0.324
H (3.263, 4.316, 0.651)  0.351
H (0.833, -4.970, 1.802)  0.403
H (5.036, 2.087, 0.190)  0.430
H (-3.814, -0.230, -5.462)  0.426
H (-0.128, -1.806, -0.654)  -0.336
H (4.158, -1.297, 2.009)  0.356
H (-5.374, 0.287, -2.015)  0.624
H (4.365, 0.642, -0.548)  0.085
H (-1.606, -2.889, 1.923)  0.183
H (-2.391, -0.189, -3.265)  -0.073
H (-3.603, -1.298, -1.325)  0.553
H (-0.972, -3.627, 3.417)  0.488
H (-0.887, -0.862, -1.926)  -0.461
H (1.597, 4.075, 0.135)  0.395
H (-1.150, -1.865, 3.299)  0.207
H (1.004, 4.255, 2.861)  0.396
H (1.354, -0.527, 4.353)  0.373
H (-4.787, -1.070, -0.045)  0.316
H (-5.043, 1.331, -0.634)  0.442
H (-1.295, 1.469, 2.559)  0.743
H (-4.883, 0.945, -4.698)  0.346